Entry 1:
Below is C4H6ClFN2 in the gas phase, with properties calculated with ωB97M-V/def2-TZVPD.

Calculated values
- SMILES: FCC1=NNC[C@H]1Cl
- Energy: -22462.64833 eV
- E_HOMO: -9.538 eV
- HOMO-LUMO gap: 10.20 eV
- Energy relative to the best compared isomer or geometry (same formula, charge and spin): 224.66 kJ/mol

Last column: Mulliken charge in e.
CARTESIAN COORDINATES (ANGSTROEM)
F 1.060 -1.142 2.524  -0.296
C 1.313 -0.105 1.586  -0.460
C 0.291 0.068 0.570  0.477
N -0.215 1.291 0.512  -0.446
N -1.137 1.360 -0.575  -0.394
C -0.946 0.166 -1.388  -0.340
C -0.609 -0.810 -0.398  -0.073
Cl 0.508 -2.116 -1.084  -0.222
H 2.400 -0.342 1.312  0.191
H 1.305 0.900 2.009  0.314
H -0.949 2.267 -1.200  0.298
H -1.888 -0.195 -2.035  0.251
H 0.102 0.140 -1.985  0.293
H -1.236 -1.481 0.153  0.406



Entry 2:
Below is a molecular structure, C32H27ClCsN9O2S, with properties calculated with ωB97M-V/def2-TZVPD.

Calculated values
- Energy: -75038.20926 eV
- E_HOMO: -1.932 eV
- HOMO-LUMO gap: 5.82 eV
- Energy relative to the best compared isomer or geometry (same formula, charge and spin): 0.00 kJ/mol
- Charge: -2

Last column: Mulliken charge in e.
CARTESIAN COORDINATES (ANGSTROEM)
Cs 2.392 -1.695 -0.313  1.124
N 7.132 1.080 0.667  -0.557
C 6.190 1.854 -0.025  0.454
S 5.816 3.396 0.679  -0.548
N 5.824 1.335 -1.158  -0.949
N 4.811 1.942 -1.863  -0.129
C 3.648 1.929 -1.367  -0.121
C 2.513 2.493 -2.123  0.243
C 2.689 3.210 -3.308  -0.596
C 1.570 3.647 -3.982  -0.355
C 0.310 3.374 -3.456  -0.489
C 0.241 2.682 -2.259  -0.350
N 1.311 2.251 -1.599  -0.239
H 7.210 1.350 1.633  0.209
H 7.040 0.089 0.494  0.237
H 3.386 1.444 -0.422  0.638
H 3.693 3.394 -3.659  0.485
H 1.672 4.201 -4.908  0.374
H -0.596 3.684 -3.958  0.373
H -0.717 2.455 -1.801  0.444
N 0.778 1.945 4.750  -0.055
C 0.410 0.634 4.459  0.635
C -0.205 -0.106 5.484  -0.579
C -0.552 -1.414 5.226  -0.402
C -0.296 -1.958 3.972  -0.775
C 0.290 -1.133 3.033  0.218
N 0.645 0.131 3.258  -0.128
C 1.431 2.919 3.990  0.599
C 1.624 4.174 4.590  -0.645
C 2.300 5.138 3.872  -0.367
C 2.759 4.844 2.594  -0.694
C 2.503 3.580 2.095  -0.274
N 1.851 2.632 2.770  -0.163
H 0.546 2.238 5.683  0.093
H -0.394 0.342 6.452  0.290
H -1.021 -2.010 6.001  0.359
H -0.552 -2.976 3.721  0.413
H 0.484 -1.488 2.028  -0.132
H 1.261 4.370 5.592  0.289
H 2.477 6.113 4.312  0.360
H 3.319 5.554 2.005  0.424
H 2.860 3.301 1.114  0.362
Cl 3.291 -4.456 0.685  -0.983
O 1.019 -1.576 -2.580  -0.864
C -0.073 -1.588 -2.022  0.411
N -1.258 -1.886 -2.696  -0.098
C -2.303 -2.135 -1.737  3.230
C -1.600 -1.592 -0.445  -0.653
O -2.205 -1.510 0.610  -0.735
N -0.307 -1.324 -0.701  -0.408
C -3.564 -1.335 -1.990  -0.922
C -3.576 -0.288 -2.903  -0.423
C -4.721 0.476 -3.087  -0.834
C -5.865 0.208 -2.353  -0.325
C -5.852 -0.827 -1.425  -0.857
C -4.712 -1.590 -1.244  -0.154
C -2.560 -3.631 -1.624  -0.279
C -3.451 -4.253 -2.496  -0.171
C -3.611 -5.629 -2.487  -0.807
C -2.876 -6.407 -1.603  -0.369
C -1.986 -5.797 -0.734  -0.894
C -1.832 -4.418 -0.740  -0.390
H -1.183 -2.420 -3.548  0.279
H -2.674 -0.073 -3.460  0.433
H -4.712 1.289 -3.803  0.391
H -6.757 0.805 -2.493  0.377
H -6.734 -1.035 -0.832  0.361
H -4.698 -2.380 -0.506  0.461
H -4.028 -3.648 -3.185  0.410
H -4.308 -6.094 -3.175  0.373
H -2.994 -7.484 -1.596  0.372
H -1.395 -6.391 -0.049  0.434
H -1.128 -3.960 -0.057  0.558



Entry 3:
Below is a molecular structure, C22H60N4O10PSn3, with properties calculated with ωB97M-V/def2-TZVPD.

Calculated values
- Energy: -76973.38733 eV
- E_HOMO: -15.397 eV
- HOMO-LUMO gap: 3.52 eV
- Energy relative to the best compared isomer or geometry (same formula, charge and spin): 0.00 kJ/mol
- Charge: +3

Last column: Mulliken charge in e.
CARTESIAN COORDINATES (ANGSTROEM)
Sn 0.478 5.355 3.978  1.496
Sn 4.613 5.483 6.442  1.361
Sn 1.792 9.283 6.523  1.559
P 1.258 6.002 7.493  0.891
O 0.400 5.727 8.724  0.667
O 0.401 6.863 6.509  -1.188
O 1.773 4.792 6.655  -1.070
O 2.477 6.987 7.719  -1.397
C 0.221 2.381 11.432  -1.461
C 0.484 3.907 11.465  1.273
C 0.979 4.457 12.791  -1.388
O 1.421 4.251 10.452  0.967
H -0.831 2.282 11.163  0.343
H 0.415 1.776 12.316  0.320
H 0.792 1.966 10.600  0.136
H -0.463 4.339 11.131  -0.029
H 0.637 3.922 13.677  0.482
H 0.632 5.491 12.824  0.160
H 2.064 4.443 12.896  0.169
H 0.978 4.709 9.688  -0.474
C 0.251 9.679 11.701  -1.574
C 0.048 8.411 10.906  1.801
C -1.264 7.683 11.000  -1.190
O 0.337 8.635 9.506  -0.382
H 0.273 9.357 12.742  0.393
H -0.566 10.380 11.524  0.378
H 1.176 10.201 11.462  0.407
H 0.803 7.705 11.272  -0.815
H -1.287 6.692 10.548  0.075
H -2.069 8.266 10.548  0.273
H -1.478 7.521 12.059  0.480
H 0.075 7.848 9.013  -0.144
C -2.051 3.104 8.472  -1.002
C -2.060 2.833 6.983  0.192
C -3.511 2.682 6.443  -0.957
O -3.498 2.426 5.044  -0.325
C -4.489 1.416 4.719  -0.789
N -1.447 4.004 6.314  0.039
H -2.364 4.145 8.556  0.198
H -1.059 2.956 8.901  -0.022
H -2.662 2.364 8.990  0.646
H -1.540 1.908 6.734  0.552
H -4.153 3.517 6.729  0.363
H -3.775 1.792 7.021  0.445
H -4.478 1.386 3.629  0.263
H -5.501 1.785 4.894  0.327
H -4.315 0.435 5.156  0.330
H -0.625 4.077 6.921  -0.108
H -1.827 4.896 6.620  0.091
C 4.158 6.430 11.526  -1.072
C 4.854 6.353 10.149  0.338
C 6.216 5.672 10.216  -0.730
O 6.839 5.728 8.950  -0.260
C 8.257 5.477 8.938  -0.823
N 3.953 5.480 9.373  0.760
H 3.190 6.926 11.415  0.066
H 4.567 7.043 12.332  0.423
H 3.984 5.424 11.907  0.324
H 4.892 7.333 9.669  0.368
H 6.103 4.602 10.411  0.213
H 6.829 6.163 10.975  0.505
H 8.915 6.214 9.400  0.300
H 8.569 5.246 7.923  0.277
H 8.391 4.590 9.564  0.344
H 3.341 5.065 10.082  -0.304
H 3.281 6.086 8.920  -0.741
C 3.570 0.426 7.990  -1.694
C 3.550 1.780 8.710  1.535
C 4.608 1.893 9.857  -0.174
O 4.817 0.746 10.693  -0.463
C 3.966 0.756 11.810  -0.513
N 3.613 2.895 7.812  -0.073
H 3.694 -0.339 8.756  0.375
H 4.453 0.314 7.357  0.401
H 2.682 0.288 7.374  0.397
H 2.568 1.751 9.199  -0.822
H 4.479 2.795 10.461  0.030
H 5.555 2.024 9.326  0.310
H 2.935 0.795 11.451  0.152
H 4.244 1.625 12.417  0.246
H 4.158 -0.100 12.454  0.345
H 2.697 2.997 7.381  0.283
H 3.525 3.721 8.401  -0.049
C -2.150 9.113 5.202  -1.542
C -2.382 8.442 6.529  1.382
C -3.768 8.650 7.177  -0.944
O -4.168 9.992 7.140  -0.336
C -5.451 10.075 7.762  -0.802
N -2.140 6.988 6.504  -0.551
H -2.961 8.826 4.529  0.339
H -1.176 8.893 4.752  0.246
H -2.271 10.187 5.351  0.400
H -1.660 8.853 7.256  -0.117
H -3.731 8.245 8.195  0.324
H -4.405 7.913 6.676  0.452
H -6.297 9.514 7.365  0.327
H -5.715 11.133 7.721  0.306
H -5.402 9.905 8.842  0.320
H -1.111 6.886 6.447  -0.043
H -2.281 6.613 7.441  0.205



Entry 4:
Below is 2 unconnected molecules or ions with the total composition C3H6FP, with properties calculated with ωB97M-V/def2-TZVPD.

Calculated values
- Energy: -15208.45586 eV
- E_HOMO (alpha / beta): -7.154 / -7.226 eV
- HOMO-LUMO gap (alpha / beta): 6.95 / 7.02 eV
- Energy relative to the best compared isomer or geometry (same formula, charge and spin): 338.63 kJ/mol

Last column: Mulliken charge in e.
CARTESIAN COORDINATES (ANGSTROEM)
C 0.040 0.013 -0.112  -0.060
C 0.312 -0.445 -1.461  -0.787
C -0.845 -0.750 0.728  -0.972
F 1.477 2.470 2.544  -0.249
P 0.870 2.795 1.075  0.213
H -0.174 -1.237 -2.081  0.340
H 0.052 0.461 -2.106  0.273
H 1.406 -0.525 -1.299  0.274
H -0.154 -1.376 1.163  0.321
H -1.469 -0.102 1.398  0.265
H -1.515 -1.304 0.152  0.381



Entry 5:
Below is a molecular structure, C16H25BF4N3OPm, with properties calculated with ωB97M-V/def2-TZVPD.

Calculated values
- ⟨S²⟩: 6.00
- Energy: -51611.62232 eV
- E_HOMO (alpha / beta): -16.023 / -16.023 eV
- HOMO-LUMO gap (alpha / beta): 9.18 / 10.12 eV
- Energy relative to the best compared isomer or geometry (same formula, charge and spin): 92.33 kJ/mol
- Charge: +2
- Spin multiplicity: 5

Last column: Mulliken charge in e.
CARTESIAN COORDINATES (ANGSTROEM)
Pm 0.165 0.408 0.263  1.413
C -1.406 3.064 0.212  -0.549
C -0.175 3.645 0.514  -0.510
C 0.859 3.621 -0.421  -0.569
C 0.651 3.060 -1.676  -0.400
C -0.593 2.515 -2.003  -0.424
C -1.620 2.498 -1.054  -0.356
H -2.236 3.181 0.898  0.503
H -0.033 4.156 1.457  0.460
H 1.806 4.089 -0.189  0.512
H 1.429 3.137 -2.425  0.556
H -0.802 2.204 -3.021  0.500
H -2.619 2.200 -1.353  0.486
N -1.036 0.073 2.589  -0.381
C -2.512 -0.117 2.682  -1.017
C -3.104 -0.254 1.281  -0.211
C -2.729 -1.580 0.606  -0.191
C -2.783 -1.439 -0.913  -1.048
N -1.510 -0.839 -1.391  -0.246
H -0.583 -0.744 3.012  0.270
H -0.781 0.835 3.225  0.290
H -2.968 0.743 3.177  0.416
H -2.757 -1.010 3.264  0.356
H -2.752 0.591 0.664  -0.087
H -4.190 -0.181 1.351  0.512
H -3.411 -2.365 0.931  0.521
H -1.704 -1.881 0.885  0.007
H -3.614 -0.783 -1.184  0.381
H -2.955 -2.410 -1.384  0.435
H -1.689 -0.407 -2.299  0.240
H -0.883 -1.625 -1.593  0.198
O 1.044 0.202 -2.177  -0.115
C 1.760 -0.993 -2.539  -0.844
C 2.176 -1.735 -1.293  0.889
C 3.475 -2.206 -1.165  -0.968
C 3.823 -2.924 -0.032  -0.487
C 2.826 -3.223 0.886  -0.854
C 1.555 -2.715 0.682  -0.055
N 1.226 -1.931 -0.357  0.039
H 1.199 0.837 -2.892  0.226
H 2.646 -0.750 -3.128  0.581
H 1.106 -1.639 -3.145  0.317
H 4.209 -1.993 -1.924  0.439
H 4.842 -3.236 0.129  0.478
H 3.044 -3.816 1.759  0.464
H 0.756 -2.920 1.391  0.416
F 1.759 -0.337 1.904  -0.198
B 2.279 0.957 1.600  0.271
F 1.118 1.767 1.877  -0.251
F 3.395 1.296 2.173  -0.216
F 2.298 0.970 0.147  -0.197